Formula: C51H74As2CrN9O14PSSe
Source: OMol25
Level of theory: ωB97M-V/def2-TZVPD

As for the spin multiplicity: 4. The HOMO-LUMO gap (alpha / beta) is 6.33 / 6.31 eV. The calculation puts the total energy at -331724.241 eV. As for the energy relative to the best compared isomer or geometry (same formula, charge and spin): 0.0 kcal/mol. As for the max |F|: 1.51 eV/Å. As for the total charge: +1. Its expectation value of S² is 3.787.

Last column: Mulliken spin population.
CARTESIAN COORDINATES (ANGSTROEM)
Se  4.5246  -0.2309  -1.5998  0.00
As  1.9843  -1.0164  2.7330  0.06
As  1.9239  -0.2875  6.7170  0.00
Cr  -0.3094  0.5742  -0.2581  3.10
S  0.0015  -1.6399  -1.6318  -0.05
P  -0.1099  1.9648  -3.4683  0.00
O  -1.1278  0.5556  5.5063  0.00
O  -2.6712  1.3786  2.5831  0.00
O  -0.4568  -1.2125  4.3963  0.00
O  4.0921  1.5498  3.2443  0.00
O  -1.3403  2.3731  -0.1821  -0.04
O  3.2721  -4.3653  4.6255  0.00
O  2.9995  2.3720  5.0183  0.00
O  -0.5689  2.3860  2.8099  0.00
O  1.5467  -3.9604  6.9526  0.00
O  3.4920  -3.0127  7.3700  0.00
O  -0.6040  0.4811  1.6778  0.00
O  -2.1591  -0.3830  -0.2513  0.00
O  0.0715  1.1590  -2.1865  -0.10
O  2.3842  -3.8742  2.6377  0.00
N  2.8552  -0.1316  -1.0206  -0.02
N  -4.3458  -0.6791  0.2015  0.00
N  -1.2453  1.6402  2.0726  0.02
N  0.0603  -4.1810  -0.7318  0.00
N  1.7828  -2.8370  -0.1079  0.00
N  -3.1681  1.9632  1.3518  0.00
N  4.9863  1.3412  -0.9582  0.00
N  -2.7554  -1.9002  1.3585  0.01
N  1.5295  1.4565  0.1226  -0.13
C  0.1611  4.6722  -4.3255  0.00
C  3.8262  0.1509  6.7516  0.00
C  -4.9959  -1.6588  2.3165  0.00
C  2.6530  -3.5557  3.7837  0.00
C  2.8733  4.1441  -3.2245  0.00
C  -1.2893  -4.5995  -0.8963  0.00
C  -3.8979  -5.5800  -0.9685  0.00
C  -2.7446  3.1438  -3.7503  0.00
C  3.6202  -5.6673  4.1335  0.00
C  3.9874  3.4007  5.1241  0.00
C  1.5667  2.5860  0.7878  0.09
C  -3.8930  2.7786  -2.8173  0.00
C  -3.9586  0.5591  -4.0578  0.00
C  2.3285  -2.2069  4.3408  0.00
C  -2.8891  -6.3280  -0.3784  0.00
C  -1.4121  -2.3857  1.5943  -0.06
C  3.9246  1.8393  -0.3579  0.00
C  2.7291  1.0262  -0.4204  0.04
C  2.2350  -2.0019  5.6548  0.00
C  3.8941  -1.0712  2.2038  0.00
C  2.6197  5.2353  -4.2567  0.00
C  -2.2896  -3.8579  -1.5131  0.00
C  -3.5863  -4.3541  -1.5350  0.00
C  0.6224  -2.9604  -0.7661  0.01
C  1.6318  3.8980  -2.3677  0.00
C  -1.5950  -5.8409  -0.3424  0.00
C  -0.8369  1.8701  6.0172  0.00
C  0.5092  -0.9270  -6.6153  0.00
C  -2.4954  0.6070  -3.6194  0.01
C  -0.1802  -0.1510  4.9035  0.00
C  0.6148  1.5541  -6.2047  0.00
C  3.1836  1.4705  4.0402  0.00
C  1.0550  1.3281  -4.7413  0.00
C  -0.2075  0.4055  -6.7948  0.00
C  -1.9951  2.1457  0.8863  0.01
C  3.8929  3.0705  0.3621  0.01
C  2.4970  -3.0565  6.6985  0.00
C  1.4416  4.8505  -5.1447  0.00
C  -3.7524  -2.5118  2.2308  0.00
C  2.0546  0.5018  3.9789  0.00
C  -5.4306  -1.3490  0.9015  0.00
C  1.5734  -0.1023  -4.4989  0.00
C  0.3379  -3.9649  6.1857  0.00
C  -3.0454  -0.9688  0.4315  0.01
C  2.7207  3.4076  0.9415  -0.01
C  1.2130  0.4068  5.0208  0.00
C  -4.7367  0.3079  -0.7815  -0.01
C  0.3055  3.7072  -3.1298  0.00
C  -1.8392  1.9196  -4.0814  0.00
C  -4.7850  1.7261  -3.4742  0.00
C  0.7170  -1.1945  -5.1300  0.00
H  -3.9984  -3.5119  1.8531  0.00
H  1.1965  -2.1616  -4.9698  0.00
H  -0.1991  1.8026  6.8998  0.00
H  -0.7033  -1.8466  0.9821  0.05
H  1.5233  1.6558  -6.8058  0.00
H  1.6872  3.9338  -5.6852  0.00
H  0.0732  2.4975  -6.3067  0.00
H  0.6257  -4.8823  -0.2693  0.00
H  1.9858  -3.3976  0.7137  0.00
H  -0.8154  -6.4288  0.1294  0.00
H  3.7298  4.2225  4.4564  0.00
H  -5.7821  -2.1875  2.8542  0.00
H  3.1854  3.2281  -3.7344  0.00
H  2.3940  6.1762  -3.7445  0.00
H  4.2667  -5.5759  3.2628  0.00
H  -0.6544  4.3564  -4.9791  0.00
H  2.2072  -1.9199  -0.1604  0.00
H  -0.4822  3.9267  -2.3989  0.00
H  0.5098  -4.3998  5.1994  0.00
H  -4.9119  -5.9541  -0.9979  0.00
H  -5.3765  -0.1591  -1.5352  0.00
H  4.2885  0.1196  5.7682  0.00
H  4.0313  -1.9870  1.6258  0.00
H  -0.0759  -2.9643  6.0659  0.00
H  -3.1732  3.5121  -4.6863  0.00
H  3.9592  3.7441  6.1540  0.00
H  -3.2926  -2.6265  3.2137  0.00
H  -0.3542  -4.5902  6.7417  0.00
H  -0.3900  0.6106  -7.8510  0.00
H  -0.0654  -1.7324  -7.0753  0.00
H  3.5120  5.3984  -4.8627  0.00
H  2.6214  4.3120  1.5247  0.00
H  4.7879  3.6699  0.4495  0.00
H  -6.2925  -0.6826  0.8868  0.00
H  2.5770  -0.1567  -4.9351  0.00
H  -1.7341  1.8720  -5.1652  0.00
H  -3.9902  0.5890  -5.1504  0.00
H  1.6704  -0.2755  -3.4276  0.00
H  4.1413  -6.1529  4.9513  0.00
H  -5.5148  1.3601  -2.7515  0.00
H  -5.3534  2.2043  -4.2744  0.00
H  3.6995  4.4260  -2.5673  0.00
H  -0.1229  5.6513  -3.9286  0.00
H  4.5602  -1.0825  3.0624  0.00
H  -0.2522  -1.2378  -4.6277  0.00
H  -4.7729  -0.7290  2.8429  0.00
H  -4.3604  -3.7685  -2.0139  0.00
H  1.4802  -0.8915  -7.1200  0.00
H  -1.1435  -2.2261  2.6346  0.00
H  1.2666  5.6223  -5.8961  0.00
H  -2.1846  3.9701  -3.3256  0.00
H  -2.0677  -2.9043  -1.9623  0.00
H  -3.8534  0.7133  -1.2563  0.00
H  -2.4154  0.5106  -2.5354  0.02
H  -5.2773  1.1239  -0.3001  0.00
H  -1.3710  -3.4561  1.3691  0.00
H  -4.4792  3.6731  -2.6010  0.00
H  -4.3859  -0.4004  -3.7612  0.00
H  4.2796  -0.6127  7.3822  0.00
H  0.6427  2.9020  1.2518  -0.01
H  -1.9617  -0.2480  -4.0388  0.00
H  4.1468  -0.2107  1.5921  0.00
H  1.9067  1.9867  -4.5531  0.00
H  -1.1839  0.3359  -6.3078  0.00
H  -0.3762  2.4787  5.2446  0.00
H  1.5036  4.7603  -1.7066  0.00
H  -3.4953  2.4270  -1.8627  0.00
H  1.7841  3.0322  -1.7272  0.00
H  2.7222  -6.2208  3.8642  0.00
H  4.9754  3.0236  4.8705  0.00
H  -1.8028  2.2834  6.2902  0.00
H  3.9614  1.1298  7.2067  0.00
H  -5.7063  -2.2717  0.3761  0.00
H  -3.1085  -7.2917  0.0604  0.00